# 1
Molecular formula: C37H93BN3O11S
Method: DFT, the ωB97M-V functional and the def2-TZVPD basis

The LUMO energy is -0.1397 Eh. As for the charge: +1. The value obtained for the relative energy (zero: lowest compared OMol25 entry of this formula, charge and spin) is 308.8 kcal per mole. The value obtained for the HOMO energy is -9.829 eV. For the HOMO-LUMO gap, the calculation gives 6.028 eV.

Cartesian coordinates (Å):
C: -3.107 -1.624 -3.238
C: -1.531 -1.839 -3.638
C: -0.525 -0.629 -3.181
N: -0.614 -0.229 -1.726
N: 0.279 -0.914 -0.917
C: 1.545 -0.144 -0.489
C: 2.311 -1.248 0.488
C: 3.741 -0.909 1.254
C: 3.591 -1.071 2.912
C: 2.395 -0.111 3.537
C: 3.004 1.407 3.886
C: 1.837 -0.734 4.948
C: 0.207 -0.707 5.125
C: -0.505 0.725 4.741
C: -1.139 0.792 3.364
C: -0.848 2.148 2.471
C: -2.046 -0.413 2.708
N: 1.504 -2.560 0.555
B: 1.819 -3.856 1.282
C: 0.791 -4.731 2.221
O: 3.192 -4.411 1.084
C: 0.257 -2.293 -0.298
S: -1.094 -3.580 -0.495
H: -3.200 -1.758 -2.056
H: -3.357 -0.473 -3.427
H: -3.861 -2.338 -3.780
H: -1.494 -1.867 -4.831
H: -1.082 -2.886 -3.300
H: -0.681 0.258 -3.945
H: 0.584 -1.029 -3.374
H: -1.589 -0.234 -1.355
H: 1.867 0.951 -0.792
H: 3.928 0.258 1.091
H: 4.645 -1.553 0.885
H: 4.636 -0.752 3.392
H: 3.364 -2.171 3.244
H: 1.501 0.077 2.806
H: 4.171 1.437 3.812
H: 2.464 2.206 3.183
H: 2.734 1.733 5.000
H: 2.164 -1.877 5.057
H: 2.286 -0.204 5.917
H: -0.275 -1.609 4.514
H: -0.091 -0.925 6.260
H: -0.564 1.640 5.505
H: -1.059 3.153 3.033
H: -1.464 2.045 1.473
H: 0.307 2.135 2.204
H: -1.430 -0.883 1.806
H: -3.094 0.017 2.333
H: -2.193 -1.302 3.491
H: 0.592 -5.790 1.705
H: 1.228 -4.893 3.320
H: -0.273 -4.202 2.237
H: 3.563 -4.616 1.992
H: -0.405 -4.816 -0.712
C: -6.392 -0.411 -0.982
C: -5.762 -1.051 0.237
O: -4.365 -1.208 0.035
H: -6.217 -1.024 -1.872
H: -7.470 -0.287 -0.845
H: -5.947 0.570 -1.179
H: -6.194 -2.040 0.417
H: -5.921 -0.438 1.129
H: -3.989 -0.324 -0.115
C: 5.799 3.963 7.341
C: 4.509 3.913 6.549
O: 3.624 2.961 7.122
H: 6.279 2.979 7.357
H: 6.494 4.689 6.910
H: 5.603 4.238 8.383
H: 4.706 3.616 5.515
H: 4.016 4.890 6.540
H: 3.449 3.239 8.038
C: 2.077 -4.491 -5.088
C: 0.884 -4.619 -4.164
O: -0.307 -4.283 -4.860
H: 2.155 -3.471 -5.476
H: 3.004 -4.743 -4.565
H: 1.969 -5.154 -5.953
H: 0.985 -3.940 -3.312
H: 0.791 -5.640 -3.781
H: -0.392 -4.897 -5.609
C: 3.609 2.801 -2.373
C: 3.627 2.518 -3.861
O: 3.088 1.229 -4.116
H: 4.189 2.048 -1.831
H: 4.025 3.789 -2.160
H: 2.587 2.757 -1.983
H: 4.652 2.541 -4.243
H: 3.038 3.259 -4.409
H: 2.175 1.221 -3.781
C: -3.372 0.890 7.886
C: -3.345 2.404 7.922
O: -2.659 2.903 6.783
H: -2.354 0.487 7.866
H: -3.893 0.488 8.760
H: -3.874 0.532 6.981
H: -2.823 2.756 8.816
H: -4.359 2.814 7.929
H: -3.135 2.592 5.994
C: 6.974 -1.616 -1.608
C: 7.953 -1.892 -0.486
O: 7.287 -1.826 0.766
H: 6.518 -0.628 -1.487
H: 7.472 -1.659 -2.580
H: 6.158 -2.346 -1.598
H: 8.754 -1.147 -0.486
H: 8.403 -2.884 -0.593
H: 6.583 -2.497 0.759
C: 4.309 4.250 -8.285
C: 4.113 4.081 -6.793
O: 5.012 4.924 -6.087
H: 5.338 4.005 -8.568
H: 3.626 3.604 -8.844
H: 4.134 5.289 -8.584
H: 4.309 3.047 -6.495
H: 3.090 4.336 -6.500
H: 4.824 5.841 -6.352
C: -3.652 3.388 -2.827
C: -3.339 2.555 -4.052
O: -1.935 2.378 -4.173
H: -3.164 4.367 -2.891
H: -4.730 3.538 -2.721
H: -3.273 2.903 -1.921
H: -3.699 3.054 -4.957
H: -3.813 1.571 -3.989
H: -1.626 1.927 -3.369
C: -3.749 -0.170 -7.363
C: -4.432 -1.332 -6.670
O: -5.469 -0.852 -5.827
H: -3.332 0.525 -6.627
H: -2.944 -0.523 -8.013
H: -4.466 0.397 -7.965
H: -3.717 -1.882 -6.051
H: -4.863 -2.025 -7.398
H: -6.103 -0.372 -6.387
C: -7.170 -0.723 4.492
C: -8.461 -1.123 3.808
O: -8.176 -1.856 2.626
H: -6.553 -0.114 3.824
H: -7.372 -0.153 5.404
H: -6.580 -1.607 4.753
H: -9.037 -0.236 3.529
H: -9.078 -1.743 4.465
H: -7.671 -2.646 2.885

***

# 2
Molecular formula: C22H38AsN8O2PbSi3
Method: DFT, the ωB97M-V functional and the def2-TZVPD basis

The LUMO energy is -0.1356 Eh. As for the charge: +1. The value obtained for the relative energy (zero: lowest compared OMol25 entry of this formula, charge and spin) is 7.9 kcal per mole. The value obtained for the HOMO energy is -10.131 eV. For the HOMO-LUMO gap, the calculation gives 6.442 eV.

Cartesian coordinates (Å):
Pb: 2.312 1.196 -0.313
O: 5.159 1.365 2.993
C: 4.483 1.117 2.008
N: 3.509 1.956 1.495
C: 3.435 3.335 1.717
O: 3.708 3.866 2.792
C: 3.009 4.208 0.536
C: 2.750 5.612 0.752
C: 2.736 6.441 -0.347
C: 2.958 5.908 -1.642
C: 3.018 4.552 -1.772
N: 3.065 3.719 -0.688
C: 4.775 -0.127 1.267
C: 5.606 -1.088 1.892
C: 5.967 -2.224 1.222
C: 5.270 -2.502 0.003
C: 4.430 -1.562 -0.560
N: 4.290 -0.359 -0.016
H: 2.577 5.930 1.776
H: 2.454 7.495 -0.217
H: 3.054 6.549 -2.469
H: 3.157 4.079 -2.733
H: 5.932 -0.782 2.953
H: 6.747 -2.970 1.507
H: 5.360 -3.456 -0.515
H: 3.902 -1.776 -1.476
N: -0.160 4.920 -2.060
N: -0.241 4.413 -0.741
N: -0.272 5.236 0.336
C: -0.131 4.359 1.325
N: -0.098 3.084 0.921
N: -0.138 3.073 -0.458
H: -0.493 5.870 -2.067
H: -0.498 4.235 -2.763
H: -0.271 4.632 2.361
C: -2.784 -4.844 -0.767
Si: -1.209 -4.092 -0.178
C: -0.717 -4.662 1.617
C: 0.093 -4.598 -1.449
As: -1.373 -1.663 -0.104
Si: -2.844 -1.028 1.618
C: -3.841 0.519 1.553
C: -3.987 -2.512 2.092
C: -1.645 -0.711 2.985
Si: -2.947 -1.261 -1.972
C: -4.752 -1.363 -1.567
C: -2.576 -2.648 -3.314
C: -2.686 0.444 -2.751
H: -2.621 -5.197 -1.776
H: -3.705 -4.282 -0.736
H: -2.966 -5.721 -0.146
H: -0.743 -5.764 1.783
H: -1.382 -4.124 2.359
H: 0.269 -4.248 1.841
H: -0.260 -4.415 -2.478
H: 0.165 -5.702 -1.449
H: 1.051 -4.139 -1.266
H: -4.934 0.366 1.752
H: -3.818 1.055 0.584
H: -3.499 1.203 2.336
H: -3.553 -3.469 1.680
H: -5.034 -2.354 1.728
H: -3.987 -2.605 3.161
H: -1.506 0.379 3.094
H: -0.682 -1.204 2.763
H: -2.121 -0.945 3.973
H: -4.966 -2.304 -1.016
H: -5.360 -1.246 -2.484
H: -5.080 -0.489 -0.878
H: -3.326 -2.650 -4.101
H: -2.581 -3.674 -2.837
H: -1.563 -2.585 -3.789
H: -1.812 1.003 -2.385
H: -3.582 1.012 -2.709
H: -2.501 0.215 -3.790

***

# 3
Molecular formula: C21H43DyN2P3S
Method: DFT, the ωB97M-V functional and the def2-TZVPD basis

The LUMO energy (spin up / spin down) is -0.3593 / -0.3530 Eh. As for the charge: +3. The value obtained for the HOMO energy (spin up / spin down) is -17.265 / -17.266 eV. For the HOMO-LUMO gap (spin up / spin down), the calculation gives 7.489 / 7.659 eV. Its expectation value of S² is 9.33. Its spin multiplicity is 6.

Cartesian coordinates (Å):
Dy: -0.308 0.186 -0.092
P: -2.097 2.291 0.471
P: -1.975 -1.602 1.605
P: 1.912 1.896 -0.656
H: -0.589 -4.953 -0.976
C: 0.440 -4.641 -1.173
C: 1.326 -4.371 -0.203
H: 1.058 -4.327 0.860
C: -3.347 2.379 -0.875
C: -3.106 2.299 1.998
C: -1.324 3.952 0.445
C: -1.726 -3.392 1.923
C: -2.204 -1.060 3.356
C: -3.717 -1.604 1.008
C: 3.494 1.088 -1.137
C: 2.593 3.106 0.548
C: 1.744 2.895 -2.186
H: 0.734 -4.645 -2.220
H: 2.367 -4.094 -0.433
H: -4.033 3.230 -0.749
H: -3.931 1.448 -0.902
H: -2.835 2.475 -1.843
H: -3.736 3.197 2.057
H: -2.432 2.282 2.866
H: -3.737 1.401 2.041
H: -2.081 4.742 0.540
H: -0.766 4.087 -0.493
H: -0.614 4.032 1.279
H: -2.695 -3.908 1.900
H: -1.272 -3.543 2.912
H: -1.064 -3.829 1.166
H: -3.131 -1.478 3.768
H: -2.238 0.034 3.427
H: -1.359 -1.413 3.957
H: -4.338 -2.263 1.629
H: -3.730 -1.973 -0.025
H: -4.139 -0.590 1.010
H: 3.963 1.692 -1.924
H: 3.306 0.080 -1.521
H: 4.167 1.034 -0.275
H: 3.257 3.822 0.045
H: 3.167 2.545 1.309
H: 1.785 3.645 1.061
H: 2.721 3.360 -2.391
H: 0.980 3.670 -2.070
H: 1.479 2.239 -3.027
C: 0.876 -1.251 -3.854
C: 0.430 -0.479 -4.951
C: 0.662 -0.920 -6.257
C: 1.405 -2.087 -6.478
C: 1.959 -2.791 -5.400
C: 1.714 -2.355 -4.101
S: 0.549 -0.815 -2.191
H: -0.881 -0.896 -1.800
H: -0.070 0.465 -4.761
H: 0.292 -0.341 -7.109
H: 1.602 -2.426 -7.496
H: 2.589 -3.670 -5.567
H: 2.178 -2.862 -3.252
C: 1.112 1.460 5.095
N: 1.174 0.627 3.895
C: 1.680 -0.670 3.823
C: 1.554 -1.078 2.532
N: 0.926 -0.062 1.812
C: 0.740 0.963 2.680
H: 0.777 0.844 5.942
H: 2.104 1.883 5.327
H: 0.406 2.280 4.933
H: 2.095 -1.178 4.675
H: 1.829 -2.008 2.053
H: 0.331 1.944 2.440

***

# 4
Molecular formula: C3H5NO2
Method: DFT, the ωB97M-V functional and the def2-TZVPD basis

The LUMO energy is 0.0324 Eh. The value obtained for the relative energy (zero: lowest compared OMol25 entry of this formula, charge and spin) is 30.2 kcal per mole. As for the SMILES: C=C=O.NC=O. The value obtained for the HOMO energy is -9.176 eV. For the HOMO-LUMO gap, the calculation gives 10.059 eV.

Cartesian coordinates (Å):
C: -1.808 0.167 -0.272
C: -1.367 -1.028 -0.626
O: -1.008 -2.063 -1.016
H: -1.569 0.541 0.714
H: -2.543 0.650 -0.903
N: 1.303 0.882 0.092
C: 1.453 -0.158 0.944
O: 0.576 -0.949 1.244
H: 0.410 1.006 -0.372
H: 2.072 1.491 -0.130
H: 2.472 -0.227 1.365

***

no.,E (eV)
1,-78361.38110
2,-129159.94695
3,-88214.89076
4,-8776.38466